Formula: C4H8N2O3
Source: OMol25
Level of theory: ωB97M-V/def2-TZVPD

Summary:
HOMO energy, eV: -9.091
SMILES: CCOC(=O)N(C)N=O
ΔE to the lowest compared entry with this formula, charge and spin, kcal per mole: 110.8
Strongest force on any atom, eV/A: 4.09
Kohn-Sham gap, Eh: 0.3570
DFT total energy, Eh: -492.326440

Structure (ORCA input):
```
! RIJCOSX wB97M-V def2-TZVPD def2/J DEFGRID3
* xyz 0 1
C -0.0613 2.5515 -1.7541
C 1.0623 1.3721 -1.8158
C -0.1097 -0.2203 -0.3337
C 1.4030 -0.7021 1.7157
H 0.2947 3.1552 -0.9893
H -1.0234 2.2100 -1.4157
H 0.1887 3.1356 -2.6928
H 1.0117 0.7202 -2.7281
H 2.1912 1.7733 -1.6499
H 1.4409 -1.3639 2.5877
H 1.4932 0.3742 1.9415
H 2.3874 -1.0328 1.2040
N 0.1695 -0.9186 0.9706
N -0.8158 -1.4870 1.7233
O 0.9776 0.4505 -0.6475
O -1.2079 -0.1287 -0.9054
O -1.9229 -1.5892 1.3046
*
```

***

Formula: C6H8N2
Source: OMol25
Level of theory: ωB97M-V/def2-TZVPD

Summary:
HOMO energy, eV: -8.476
ΔE to the lowest compared entry with this formula, charge and spin, kcal per mole: 81.4
Strongest force on any atom, eV/A: 3.76
Kohn-Sham gap, Eh: 0.3177
DFT total energy, Eh: -342.804211

Structure (ORCA input):
```
! RIJCOSX wB97M-V def2-TZVPD def2/J DEFGRID3
* xyz 0 1
C -3.9678 -0.2490 -0.1426
C 0.2603 0.4328 -0.5720
C 1.4948 -1.7363 0.0599
C -0.5946 1.4542 0.1187
C 0.3921 -0.9168 0.1640
C -2.8774 0.5679 -0.3082
N -4.8878 -0.9085 -0.3173
N -1.9395 0.8276 0.4599
H -0.2959 0.1320 -1.4573
H 1.2262 0.8157 -0.8340
H 1.5425 -2.6951 0.5190
H 2.2141 -1.4575 -0.6897
H -0.1791 1.7182 1.1072
H -0.8591 2.3770 -0.4557
H -0.4883 -1.1752 0.7404
H -1.9673 0.5172 1.4373
*
```